(1)
Entry from OMol25: a structure of composition C14H14GdNO5 at a distorted geometry (ωB97M-V/def2-TZVPD).

ORCA input file:
```
! wB97M-V def2-TZVPD RIJCOSX def2/J DEFGRID3
* xyz 2 8
O 1.60 -5.42 -1.39
C 1.11 -4.37 -1.34
Gd 0.12 -2.15 -1.05
O 1.49 -2.58 2.33
C 1.05 -2.47 1.27
C -0.41 -2.99 -3.21
O -0.81 -1.83 -3.41
C -1.84 -3.63 -0.44
O -2.74 -4.30 -0.18
C 2.29 -1.32 -1.99
O 3.28 -1.03 -2.51
H -0.42 -3.74 -4.06
C 0.83 3.30 1.43
N 1.39 2.04 0.85
C 2.82 1.89 1.25
C 0.60 0.81 1.16
C -0.77 0.82 0.53
C -1.80 1.71 0.95
C -3.06 1.64 0.35
C -3.37 0.64 -0.57
C -2.40 -0.30 -0.93
C -1.12 -0.19 -0.37
H 0.62 3.13 2.48
H -0.08 3.59 0.90
H 1.58 4.10 1.33
H 1.36 2.15 -0.19
H 2.87 1.71 2.32
H 3.25 1.04 0.70
H 3.36 2.80 0.98
H 1.18 -0.04 0.76
H 0.53 0.69 2.27
H -1.61 2.46 1.72
H -3.82 2.37 0.64
H -4.38 0.54 -0.97
H -2.69 -1.09 -1.63
*
```

The highest occupied orbital energy (spin up / spin down) is -14.45 / -14.45 eV. The energy relative to the best compared isomer or geometry (same formula, charge and spin) is 0.0 kJ/mol. The calculation puts the LUMO energy (spin up / spin down) at -8.143 / -8.014 eV. The calculation puts the molar mass at 433.52 g mol⁻¹. Its HOMO-LUMO gap (spin up / spin down) is 6.309 / 6.434 eV.

(2)
Entry from OMol25: a structure of composition C4H4KO3 at a distorted geometry (ωB97M-V/def2-TZVPD).

ORCA input file:
```
! wB97M-V def2-TZVPD RIJCOSX def2/J DEFGRID3
* xyz 0 2
O 0.03 0.61 0.85
C -1.32 0.92 0.74
O -1.53 2.15 0.66
O -2.14 0.00 0.69
K 0.68 3.13 0.99
C 0.72 -1.29 -0.62
C 0.64 -0.87 -1.86
C 0.50 -0.86 0.75
H 0.32 0.15 -2.09
H 0.92 -1.51 -2.71
H -0.24 -1.50 1.26
H 1.43 -0.92 1.34
*
```

The highest occupied orbital energy (spin up / spin down) is -8.39 / -8.39 eV. The calculation puts the LUMO energy (spin up / spin down) at -0.833 / -0.833 eV. The calculation puts the molar mass at 139.17 g mol⁻¹. Its HOMO-LUMO gap (spin up / spin down) is 7.553 / 7.560 eV.

(3)
Entry from OMol25: a structure of composition C31H24ClGaN2O7S (ωB97M-V/def2-TZVPD).

ORCA input file:
```
! wB97M-V def2-TZVPD RIJCOSX def2/J DEFGRID3
* xyz 0 1
Ga -0.04 0.27 -0.22
C -6.58 1.92 0.32
O -6.47 0.57 0.73
C -5.26 0.00 0.67
C -5.23 -1.40 0.85
C -4.05 -2.07 0.73
C -2.83 -1.41 0.43
C -1.64 -2.14 0.17
C -1.59 -3.62 0.44
O -0.60 -1.64 -0.33
C -2.85 0.02 0.37
O -1.79 0.75 0.25
C -4.09 0.69 0.45
H -7.65 2.13 0.24
H -6.11 2.06 -0.66
H -6.13 2.61 1.04
H -6.16 -1.91 1.06
H -4.06 -3.15 0.84
H -1.95 -3.82 1.45
H -0.56 -3.96 0.35
H -2.22 -4.16 -0.27
H -4.06 1.76 0.33
Cl -1.04 6.20 -4.45
C -0.67 4.98 -3.27
C -0.05 5.34 -2.07
C 0.26 4.40 -1.13
C 0.00 3.02 -1.35
O 0.37 2.17 -0.47
C -0.67 2.67 -2.57
C -1.05 1.33 -2.85
O -0.77 0.31 -2.22
C -1.00 3.67 -3.51
H 0.16 6.39 -1.88
H 0.72 4.67 -0.19
H -1.65 1.19 -3.77
H -1.50 3.39 -4.43
O -0.60 -0.91 2.64
S 0.83 -0.76 2.63
O 1.43 -0.20 3.80
N 1.21 0.10 1.30
C 2.53 0.40 1.01
C 3.53 0.65 1.93
C 4.82 1.00 1.49
C 5.14 1.09 0.17
C 4.17 0.79 -0.80
C 4.40 0.79 -2.19
C 3.41 0.42 -3.06
C 2.16 0.07 -2.54
N 1.89 0.08 -1.25
C 2.86 0.43 -0.38
C 1.60 -2.36 2.41
C 1.98 -2.82 1.16
C 2.63 -4.05 1.04
C 2.88 -4.81 2.18
C 2.48 -4.35 3.42
C 1.84 -3.12 3.54
H 3.31 0.60 2.98
H 5.58 1.22 2.24
H 6.14 1.38 -0.15
H 5.38 1.08 -2.56
H 3.58 0.40 -4.12
H 1.35 -0.24 -3.20
H 1.75 -2.25 0.27
H 2.92 -4.41 0.07
H 3.39 -5.76 2.09
H 2.65 -4.95 4.30
H 1.54 -2.75 4.51
*
```

The highest occupied orbital energy is -8.12 eV. The energy relative to the best compared isomer or geometry (same formula, charge and spin) is 15.0 kJ/mol. The calculation puts the LUMO energy at -0.264 eV. The calculation puts the molar mass at 673.78 g mol⁻¹. Its HOMO-LUMO gap is 7.861 eV.

(4)
Entry from OMol25: a cluster of 2 separate species, C10H16 in total at a distorted geometry (ωB97M-V/def2-TZVPD).

ORCA input file:
```
! wB97M-V def2-TZVPD RIJCOSX def2/J DEFGRID3
* xyz 0 1
C 1.23 -0.58 -2.10
C 0.00 -0.58 -1.54
C -1.03 0.24 -2.04
C -2.24 0.29 -1.44
C -2.50 -0.50 -0.31
C -1.57 -1.32 0.26
C -0.33 -1.35 -0.42
H 1.49 -1.31 -2.90
H 2.02 -1.01 -1.45
H 1.41 0.45 -2.36
H -0.79 0.87 -2.88
H -3.02 0.84 -1.92
H -3.37 -0.43 0.17
H -1.68 -1.89 1.24
H 0.49 -2.08 -0.10
C 1.50 0.91 0.93
C 1.35 0.59 2.31
C 1.96 1.61 3.23
H 0.64 1.37 0.40
H 1.79 0.05 0.20
H 2.35 1.57 0.78
H 0.25 0.38 2.50
H 1.87 -0.38 2.48
H 2.94 1.63 3.41
H 1.71 2.77 3.00
H 1.64 1.35 4.23
*
```

The highest occupied orbital energy is -8.75 eV. The energy relative to the best compared isomer or geometry (same formula, charge and spin) is 234.4 kJ/mol. The calculation puts the LUMO energy at 0.986 eV. The SMILES is Cc1ccccc1.CCC. The calculation puts the molar mass at 136.24 g mol⁻¹. Its HOMO-LUMO gap is 9.734 eV.

(5)
Entry from OMol25: an isolated molecule of C5H7NO at a distorted geometry (ωB97M-V/def2-TZVPD).

ORCA input file:
```
! wB97M-V def2-TZVPD RIJCOSX def2/J DEFGRID3
* xyz 0 1
C -1.72 0.25 0.53
C -0.46 -0.32 -0.03
C -0.32 -1.61 -0.39
O 0.96 -1.85 -0.84
C 1.63 -0.67 -0.70
C 0.82 0.28 -0.16
N 1.10 1.57 0.32
H -2.52 -0.50 0.60
H -2.06 1.03 -0.15
H -1.58 0.70 1.52
H -0.76 -2.30 0.29
H 2.66 -0.65 -1.02
H 0.33 2.19 0.14
H 1.95 1.94 -0.07
*
```

The highest occupied orbital energy is -8.00 eV. The energy relative to the best compared isomer or geometry (same formula, charge and spin) is 144.9 kJ/mol. The calculation puts the LUMO energy at 0.945 eV. The SMILES is Cc1cocc1N. The calculation puts the molar mass at 97.12 g mol⁻¹. Its HOMO-LUMO gap is 8.945 eV.

(6)
Entry from OMol25: a cluster of 2 separate species, C2HN4S in total at a distorted geometry (ωB97M-V/def2-TZVPD).

ORCA input file:
```
! wB97M-V def2-TZVPD RIJCOSX def2/J DEFGRID3
* xyz -1 1
C 0.76 1.22 0.89
C 0.15 1.35 -0.36
N -0.19 -2.17 0.98
N 1.11 1.20 1.96
N -0.60 -2.33 -0.08
N -0.95 -2.57 -1.13
S -0.28 2.78 -1.17
H 0.00 0.52 -1.08
*
```

The highest occupied orbital energy is -2.76 eV. The energy relative to the best compared isomer or geometry (same formula, charge and spin) is 223.8 kJ/mol. The calculation puts the LUMO energy at 1.018 eV. The calculation puts the molar mass at 113.12 g mol⁻¹. Its HOMO-LUMO gap is 3.782 eV.

(7)
Entry from OMol25: an isolated molecule of C4H8N2O at a distorted geometry (ωB97M-V/def2-TZVPD).

ORCA input file:
```
! wB97M-V def2-TZVPD RIJCOSX def2/J DEFGRID3
* xyz 0 1
C -1.61 1.58 0.06
C -1.51 0.04 0.14
O -2.47 -0.70 0.20
N -0.28 -0.46 -0.25
C 0.27 -1.72 0.08
N 0.90 -0.49 0.56
C 2.11 0.02 -0.10
H -0.66 2.13 0.47
H -2.59 1.88 0.57
H -1.75 1.72 -1.05
H -0.27 -2.20 0.88
H 0.58 -2.24 -0.85
H 2.37 1.06 0.17
H 2.95 -0.68 0.32
H 1.96 0.05 -1.20
*
```

The highest occupied orbital energy is -9.35 eV. The energy relative to the best compared isomer or geometry (same formula, charge and spin) is 350.5 kJ/mol. The calculation puts the LUMO energy at 0.949 eV. The SMILES is CC(=O)N1CN1C. The calculation puts the molar mass at 100.12 g mol⁻¹. Its HOMO-LUMO gap is 10.302 eV.

(8)
Entry from OMol25: a cluster of 2 separate species, C10H12N4 in total at a distorted geometry (ωB97M-V/def2-TZVPD).

ORCA input file:
```
! wB97M-V def2-TZVPD RIJCOSX def2/J DEFGRID3
* xyz 0 1
C 0.02 -2.11 -0.92
C 0.36 -1.57 0.28
C 0.10 -2.13 1.63
C 1.12 -0.26 0.20
C 2.17 -0.19 -0.72
C 2.93 0.91 -0.94
C 2.56 2.09 -0.34
C 1.51 2.09 0.57
C 0.86 0.92 0.97
H 0.15 -1.75 -1.94
H -0.50 -2.99 -0.85
H 0.90 -1.64 2.30
H -0.81 -1.74 2.14
H 0.03 -3.17 1.48
H 2.48 -1.02 -1.24
H 3.66 0.72 -1.61
H 2.97 2.98 -0.51
H 1.35 2.99 0.92
H 0.05 0.81 1.67
C -3.98 1.26 -0.72
N -3.52 1.49 0.49
N -2.50 0.78 0.70
N -2.37 0.05 -0.39
N -3.27 0.31 -1.29
H -4.80 1.63 -1.32
H -1.51 -0.47 -0.54
*
```

The highest occupied orbital energy is -9.03 eV. The energy relative to the best compared isomer or geometry (same formula, charge and spin) is 189.7 kJ/mol. The calculation puts the LUMO energy at 0.717 eV. The SMILES is C=C(C)c1ccccc1.c1nn[nH]n1. The calculation puts the molar mass at 188.23 g mol⁻¹. Its HOMO-LUMO gap is 9.749 eV.

(9)
Entry from OMol25: a cluster of 13 separate species, C52H77NO24 in total at a distorted geometry (ωB97M-V/def2-TZVPD).

ORCA input file:
```
! wB97M-V def2-TZVPD RIJCOSX def2/J DEFGRID3
* xyz 0 1
O 4.75 -0.98 -2.40
C 4.99 -2.19 -2.51
O 5.92 -2.69 -3.36
C 6.02 -4.16 -3.23
C 4.70 -4.55 -2.68
C 4.32 -3.31 -1.77
H 6.94 -4.38 -2.69
H 6.12 -4.67 -4.19
H 4.71 -5.52 -2.17
H 3.91 -4.55 -3.42
H 4.78 -3.31 -0.78
H 3.25 -3.14 -1.70
O -0.70 -3.23 2.37
C -0.95 -3.19 3.56
O -1.25 -4.26 4.25
C -1.54 -4.00 5.60
C -1.94 -2.57 5.65
C -1.12 -1.99 4.51
H -0.62 -4.20 6.14
H -2.31 -4.59 6.09
H -1.74 -2.30 6.69
H -2.96 -2.43 5.29
H -0.07 -1.77 4.73
H -1.61 -1.22 3.91
O -2.99 5.32 -3.58
C -1.99 4.75 -4.03
O -0.83 5.38 -4.39
C 0.18 4.49 -4.82
C -0.33 3.15 -4.31
C -1.83 3.26 -4.23
H 1.13 4.76 -4.37
H 0.34 4.64 -5.89
H 0.23 3.03 -3.38
H -0.16 2.37 -5.04
H -2.29 2.84 -3.34
H -2.36 3.01 -5.15
O 5.92 4.66 -0.10
C 5.20 4.28 -1.01
O 5.68 4.14 -2.23
C 4.66 3.54 -3.03
C 3.55 3.09 -2.09
C 3.68 4.09 -0.96
H 4.93 2.75 -3.73
H 4.35 4.38 -3.66
H 3.67 2.06 -1.77
H 2.58 3.23 -2.57
H 3.33 3.71 0.00
H 3.27 5.08 -1.17
O -1.91 -2.58 -2.43
C -2.71 -1.66 -2.43
O -4.07 -1.87 -2.34
C -4.75 -0.67 -2.14
C -3.68 0.35 -1.90
C -2.43 -0.18 -2.59
H -5.39 -0.68 -1.25
H -5.32 -0.53 -3.06
H -3.60 0.44 -0.81
H -3.91 1.39 -2.15
H -1.53 0.21 -2.11
H -2.52 0.04 -3.65
O -3.44 2.48 2.03
C -3.39 2.32 3.22
O -3.02 3.31 4.09
C -2.98 2.81 5.44
C -3.93 1.63 5.38
C -3.65 1.07 4.01
H -3.36 3.42 6.26
H -1.98 2.51 5.75
H -4.94 2.04 5.41
H -3.81 0.95 6.23
H -4.50 0.49 3.64
H -2.80 0.39 4.01
O 0.50 4.30 -1.41
C -0.12 4.96 -0.56
O -1.15 4.43 0.05
C -1.69 5.34 1.00
C -0.71 6.52 1.13
C 0.12 6.36 -0.13
H -1.81 4.81 1.95
H -2.72 5.52 0.71
H -0.11 6.48 2.03
H -1.38 7.38 1.08
H 1.19 6.51 0.03
H -0.06 7.09 -0.91
O -0.72 -0.19 -5.53
C -0.10 -1.24 -5.20
O -0.06 -2.38 -5.93
C 0.85 -3.35 -5.35
C 1.80 -2.50 -4.48
C 0.84 -1.42 -4.03
H 1.52 -3.82 -6.07
H 0.29 -4.13 -4.83
H 2.52 -1.93 -5.07
H 2.33 -3.01 -3.67
H 1.23 -0.42 -3.83
H 0.34 -1.66 -3.09
O -4.24 -1.76 2.65
C -4.54 -2.41 1.68
O -5.77 -2.37 1.20
C -5.92 -3.30 0.08
C -4.68 -4.19 0.12
C -3.69 -3.37 0.91
H -5.82 -2.63 -0.77
H -6.88 -3.83 0.03
H -4.36 -4.36 -0.91
H -4.91 -5.15 0.59
H -3.02 -2.72 0.34
H -3.11 -4.00 1.59
O 3.55 -2.41 1.00
C 3.73 -1.22 1.29
O 3.64 -0.76 2.49
C 3.81 0.64 2.62
C 3.70 1.09 1.17
C 4.03 -0.12 0.35
H 4.82 0.89 2.96
H 3.03 1.06 3.25
H 4.41 1.91 1.12
H 2.73 1.58 1.03
H 5.06 -0.08 -0.01
H 3.38 -0.13 -0.52
O 0.48 0.53 4.91
C 0.67 1.75 4.77
O 0.93 2.54 5.82
C 1.23 3.86 5.39
C 0.36 3.96 4.11
C 0.38 2.55 3.52
H 2.25 4.06 5.05
H 0.95 4.61 6.14
H 0.77 4.64 3.36
H -0.59 4.39 4.43
H 1.15 2.50 2.74
H -0.58 2.37 3.03
O -2.31 -6.81 0.31
C -1.19 -6.55 -0.17
O -0.16 -7.46 -0.21
C 0.99 -6.96 -0.86
C 0.83 -5.48 -0.90
C -0.67 -5.29 -0.83
H 1.04 -7.50 -1.80
H 1.88 -7.24 -0.30
H 1.27 -5.03 -1.79
H 1.27 -5.10 0.02
H -1.13 -5.26 -1.81
H -1.07 -4.39 -0.34
N -0.19 -1.16 0.56
C -0.86 -0.07 1.08
C -0.40 1.00 0.30
C 0.53 0.52 -0.69
C 0.62 -0.85 -0.48
H -0.25 -2.09 0.95
H -1.65 -0.13 1.81
H -0.70 2.03 0.44
H 1.09 1.11 -1.40
H 1.33 -1.54 -0.90
*
```

The highest occupied orbital energy is -8.20 eV. The calculation puts the LUMO energy at 0.244 eV. The calculation puts the molar mass at 1100.17 g mol⁻¹. Its HOMO-LUMO gap is 8.440 eV.

(10)
Entry from OMol25: an isolated molecule of C22H20N6O2 at a distorted geometry (ωB97M-V/def2-TZVPD).

ORCA input file:
```
! wB97M-V def2-TZVPD RIJCOSX def2/J DEFGRID3
* xyz 0 1
C -3.38 1.12 2.67
C -2.75 0.47 1.48
C -1.43 0.08 1.43
C -0.48 0.34 2.49
C 0.19 -0.75 3.13
C 1.15 -0.54 4.11
C 1.56 0.80 4.37
C 0.96 1.88 3.72
C -0.08 1.65 2.81
N 1.62 3.09 4.02
C 2.64 2.81 4.95
O 3.36 3.69 5.40
C 2.59 1.33 5.33
C -0.89 -0.63 0.21
C -1.70 -0.81 -0.89
N -1.35 -1.54 -2.03
C -0.17 -1.41 -2.74
C 1.04 -0.74 -2.45
C 1.91 -0.98 -3.46
N 1.18 -1.79 -4.33
N -0.10 -2.01 -3.90
C 1.79 -2.35 -5.53
C 3.11 -1.60 -5.89
O 3.96 -1.47 -4.74
C 3.36 -0.62 -3.76
C -3.03 -0.25 -0.85
N -3.93 -0.15 -1.83
C -5.08 0.37 -1.27
C -4.89 0.56 0.10
N -3.54 0.24 0.35
H -2.66 1.26 3.48
H -4.20 0.52 3.04
H -3.80 2.07 2.34
H -0.07 -1.74 2.78
H 1.64 -1.35 4.67
H -0.53 2.49 2.26
H 1.47 4.01 3.62
H 3.59 0.92 5.17
H 2.28 1.17 6.37
H 0.12 -1.02 0.27
H -2.17 -1.77 -2.58
H 1.24 -0.15 -1.56
H 2.08 -3.42 -5.38
H 1.09 -2.29 -6.36
H 3.63 -2.21 -6.65
H 2.92 -0.58 -6.31
H 3.90 -0.66 -2.79
H 3.41 0.39 -4.18
H -5.95 0.61 -1.86
H -5.61 0.92 0.77
*
```

The highest occupied orbital energy is -7.51 eV. The energy relative to the best compared isomer or geometry (same formula, charge and spin) is 127.0 kJ/mol. The calculation puts the LUMO energy at 0.540 eV. The SMILES is Cc1c(-c2ccc3c(c2)NC(=O)C3)cc(Nc2cc3n(n2)CCOC3)c2nccn12. The calculation puts the molar mass at 400.44 g mol⁻¹. Its HOMO-LUMO gap is 8.045 eV.

(11)
Entry from OMol25: the ion C3H8N3O with charge +1 at a distorted geometry (ωB97M-V/def2-TZVPD).

ORCA input file:
```
! wB97M-V def2-TZVPD RIJCOSX def2/J DEFGRID3
* xyz 1 1
C -0.05 1.28 -1.11
C 1.09 0.76 0.97
C -0.33 -2.51 0.58
N 0.26 1.60 0.10
N 0.51 -1.43 0.50
N -0.81 2.00 -1.93
O 0.32 -0.44 1.34
H 2.12 0.72 0.58
H 1.14 1.53 1.77
H -0.35 -3.02 1.60
H -1.35 -2.28 0.47
H 0.06 -3.40 0.00
H -0.09 2.38 0.59
H -0.94 2.97 -1.87
H -1.21 1.62 -2.82
*
```

The highest occupied orbital energy (spin up / spin down) is -12.35 / -14.30 eV. The energy relative to the best compared isomer or geometry (same formula, charge and spin) is 641.8 kJ/mol. The calculation puts the LUMO energy (spin up / spin down) at -6.969 / -4.263 eV. The calculation puts the molar mass at 102.12 g mol⁻¹. Its HOMO-LUMO gap (spin up / spin down) is 5.378 / 10.037 eV.

(12)
Entry from OMol25: a structure of composition C2H5NOS at a distorted geometry (ωB97M-V/def2-TZVPD).

ORCA input file:
```
! wB97M-V def2-TZVPD RIJCOSX def2/J DEFGRID3
* xyz 0 1
C -1.67 -0.50 0.07
C 0.38 0.56 -0.02
H -1.96 0.13 -0.74
H -2.10 -1.43 -0.03
H -1.68 0.14 1.05
H -0.31 1.44 -0.23
H 3.51 0.10 0.14
N 1.57 0.89 -0.05
O -0.23 -0.64 -0.18
S 2.47 -0.69 -0.01
*
```

The highest occupied orbital energy is -8.83 eV. The energy relative to the best compared isomer or geometry (same formula, charge and spin) is 267.1 kJ/mol. The calculation puts the LUMO energy at 0.858 eV. The calculation puts the molar mass at 91.13 g mol⁻¹. Its HOMO-LUMO gap is 9.690 eV.